The following is a DFT calculation (ωB97M-V/def2-TZVPD) of a 13-piece molecular cluster, C47H124N8O17 overall in a non-equilibrium geometry.

## Properties
HOMO energy   -0.320 Eh
E_tot   -97473.124 eV
Relative energy (zero: lowest compared OMol25 entry of this formula, charge and spin)   0.000 eV
Strongest force on any atom   3.455 eV/Å
Orbital gap   9.040 eV
Molar mass   1073.5 g mol⁻¹
Charge   0

Last columns: bonded neighbours and bond lengths (Å).
Geometry (Å):
1 C -0.22920 -3.25700 -1.38257  O2 1.461, H10 1.095, H11 1.082, H12 1.096
2 O 0.52595 -4.28149 -2.10070  C1 1.461, C3 1.432
3 C -0.02801 -5.60119 -2.07407  O2 1.432, C4 1.566, H13 1.091, H14 1.098
4 C -0.17454 -6.22064 -0.64353  C3 1.566, N5 1.480, H15 1.091, H16 1.101
5 N 1.10372 -6.05015 0.08364  C4 1.480, C6 1.419, H17 1.020
6 C 1.15553 -6.88766 1.22734  N5 1.419, C7 1.521, H18 1.071, H19 1.120
7 C 2.28540 -6.58782 2.20024  C6 1.521, O8 1.422, H20 1.098, H21 1.094
8 O 2.03336 -5.32941 2.81311  C7 1.422, C9 1.448
9 C 3.05717 -4.94896 3.76426  O8 1.448, H22 1.094, H23 1.118, H24 1.095
10 H 0.41268 -2.37016 -1.39984  C1 1.095
11 H -0.34311 -3.52100 -0.33996  C1 1.082
12 H -1.19979 -3.05909 -1.85252  C1 1.096
13 H 0.68621 -6.16146 -2.67969  C3 1.091
14 H -1.01620 -5.61226 -2.55222  C3 1.098
15 H -0.37009 -7.26121 -0.90711  C4 1.091
16 H -1.05540 -5.82443 -0.11589  C4 1.101
17 H 1.30608 -5.07545 0.30374  N5 1.020
18 H 1.25808 -7.94154 1.06725  C6 1.071
19 H 0.22179 -6.73201 1.82686  C6 1.120
20 H 3.26216 -6.56296 1.69869  C7 1.098
21 H 2.33820 -7.38331 2.94967  C7 1.094
22 H 4.01092 -4.70976 3.28377  C9 1.094
23 H 3.06585 -5.77202 4.52125  C9 1.118
24 H 2.69775 -4.04903 4.27505  C9 1.095
25 C -2.94075 4.47166 -4.54401  O26 1.401, H34 1.077, H35 1.103, H36 1.091
26 O -2.43832 3.40063 -5.29456  C25 1.401, C27 1.384
27 C -2.78002 3.41542 -6.63588  O26 1.384, C28 1.534, H37 1.126, H38 1.055
28 C -2.21356 2.09623 -7.17614  C27 1.534, N29 1.468, H39 1.078, H40 1.125
29 N -0.75368 1.95965 -7.24765  C28 1.468, C30 1.480, H41 1.009
30 C -0.24197 0.65443 -7.72194  N29 1.480, C31 1.556, H42 1.079, H43 1.110
31 C 1.30368 0.60689 -7.89872  C30 1.556, O32 1.400, H44 1.122, H45 1.076
32 O 1.93166 0.79364 -6.66176  C31 1.400, C33 1.382
33 C 3.23952 1.23438 -6.73965  O32 1.382, H46 1.135, H47 1.110, H48 1.083
34 H -2.57722 5.34165 -5.06430  C25 1.077
35 H -2.55195 4.52448 -3.51322  C25 1.103
36 H -4.02867 4.55853 -4.52831  C25 1.091
37 H -2.33585 4.29327 -7.18360  C27 1.126
38 H -3.81949 3.43642 -6.81227  C27 1.055
39 H -2.46419 2.06099 -8.22386  C28 1.078
40 H -2.81828 1.32237 -6.62779  C28 1.125
41 H -0.21614 2.14863 -6.41455  N29 1.009
42 H -0.69298 0.50357 -8.69033  C30 1.079
43 H -0.55063 -0.16223 -7.03712  C30 1.110
44 H 1.56160 1.39970 -8.65003  C31 1.122
45 H 1.59480 -0.31812 -8.36578  C31 1.076
46 H 3.38776 2.33315 -6.98211  C33 1.135
47 H 3.73208 0.60120 -7.50737  C33 1.110
48 H 3.66429 1.10850 -5.75157  C33 1.083
49 C 5.79499 -1.87522 1.07428  O50 1.399, H58 1.090, H59 1.116, H60 1.117
50 O 4.70992 -2.75696 1.11342  C49 1.399, C51 1.463
51 C 4.43331 -3.50422 -0.11403  O50 1.463, C52 1.468, H61 1.093, H62 1.077
52 C 3.15370 -3.04074 -0.66474  C51 1.468, N53 1.509, H63 1.089, H64 1.105
53 N 3.19675 -1.60113 -1.11346  C52 1.509, C54 1.420, H65 1.030
54 C 3.99782 -1.48834 -2.28009  N53 1.420, C55 1.533, H66 1.076, H67 1.133
55 C 4.20585 -0.02778 -2.69734  C54 1.533, O56 1.457, H68 1.043, H69 1.090
56 O 4.86126 0.63471 -1.57759  C55 1.457, C57 1.414
57 C 5.07380 2.01712 -1.78741  O56 1.414, H70 1.127, H71 1.088, H72 1.067
58 H 5.86791 -1.18410 0.23444  C49 1.090
59 H 6.75619 -2.44169 1.11273  C49 1.116
60 H 5.73838 -1.23245 1.98547  C49 1.117
61 H 4.48857 -4.56303 0.15139  C51 1.093
62 H 5.21727 -3.33695 -0.83380  C51 1.077
63 H 2.39802 -3.13140 0.11434  C52 1.089
64 H 2.77646 -3.62127 -1.52647  C52 1.105
65 H 3.47780 -1.03785 -0.29771  N53 1.030
66 H 3.47116 -1.90831 -3.11909  C54 1.076
67 H 4.96160 -2.07599 -2.18202  C54 1.133
68 H 3.28781 0.45909 -2.78830  C55 1.043
69 H 4.77001 0.02404 -3.62831  C55 1.090
70 H 5.21757 2.45345 -0.75818  C57 1.127
71 H 4.25475 2.55211 -2.26436  C57 1.088
72 H 5.93914 2.11693 -2.40339  C57 1.067
73 C -0.39065 -0.54650 4.62004  O74 1.397, H82 1.118, H83 1.098, H84 1.093
74 O 0.70054 -0.62587 3.75133  C73 1.397, C75 1.408
75 C 0.35722 -0.19790 2.45451  O74 1.408, C76 1.523, H85 1.088, H86 1.122
76 C 1.53732 -0.37177 1.50693  C75 1.523, N77 1.439, H87 1.097, H88 1.105
77 N 1.16507 0.01883 0.17333  C76 1.439, C78 1.449, H89 0.999
78 C 1.54114 1.37211 -0.18159  N77 1.449, C79 1.557, H90 1.109, H91 1.087
79 C 1.12814 1.57239 -1.66980  C78 1.557, O80 1.440, H92 1.124, H93 1.126
80 O -0.23099 2.03656 -1.77974  C79 1.440, C81 1.475
81 C -0.72112 1.99941 -3.16990  O80 1.475, H94 1.064, H95 1.075, H96 1.112
82 H -1.23792 -1.23506 4.37889  C73 1.118
83 H -0.75869 0.48654 4.68041  C73 1.098
84 H -0.05323 -0.82516 5.62153  C73 1.093
85 H 0.02789 0.83899 2.48533  C75 1.088
86 H -0.52747 -0.79730 2.11366  C75 1.122
87 H 1.83872 -1.42520 1.56672  C76 1.097
88 H 2.40892 0.18507 1.89714  C76 1.105
89 H 1.56746 -0.57391 -0.52273  N77 0.999
90 H 2.63217 1.56375 -0.13328  C78 1.109
91 H 1.03105 2.14555 0.38774  C78 1.087
92 H 1.29477 0.64986 -2.28913  C79 1.124
93 H 1.82723 2.27874 -2.19972  C79 1.126
94 H -1.77027 1.97099 -2.99751  C81 1.064
95 H -0.36293 1.22268 -3.82176  C81 1.075
96 H -0.45330 2.96934 -3.64321  C81 1.112
97 C 1.62658 5.24810 2.82696  C98 1.511, H101 1.092, H102 1.117, H103 1.107
98 C 0.26454 5.19728 3.47857  C97 1.511, C99 1.534, O100 1.407, H104 1.104
99 C -0.24295 3.75733 3.62734  C98 1.534, H105 1.080, H106 1.084, H107 1.102
100 O 0.28024 5.74723 4.77317  C98 1.407, H108 0.982
101 H 1.54805 4.83798 1.81765  C97 1.092
102 H 2.31505 4.69606 3.51119  C97 1.117
103 H 2.05800 6.26156 2.71903  C97 1.107
104 H -0.46690 5.66623 2.79811  C98 1.104
105 H 0.27567 3.06425 4.27377  C99 1.080
106 H -0.32861 3.32910 2.63500  C99 1.084
107 H -1.28154 3.73727 3.99632  C99 1.102
108 H 0.25727 6.72498 4.68927  O100 0.982
109 C 4.19034 0.93762 4.74144  C110 1.536, H113 1.093, H114 1.082, H115 1.112
110 C 3.39728 0.12433 5.77511  C109 1.536, C111 1.577, O112 1.392, H116 1.080
111 C 2.06352 0.82908 6.23560  C110 1.577, H117 1.087, H118 1.084, H119 1.111
112 O 3.18208 -1.18647 5.35943  C110 1.392, H120 0.981
113 H 3.95078 1.95078 5.07399  C109 1.093
114 H 3.94751 0.68557 3.71782  C109 1.082
115 H 5.25034 0.67243 4.94623  C109 1.112
116 H 3.92042 0.05769 6.71709  C110 1.080
117 H 1.59290 0.15634 6.94820  C111 1.087
118 H 1.48699 0.90998 5.32178  C111 1.084
119 H 2.23592 1.81283 6.72334  C111 1.111
120 H 2.47733 -1.23239 4.67829  O112 0.981
121 C -4.18937 -1.55423 -0.80189  C122 1.553, H125 1.086, H126 1.102, H127 1.119
122 C -3.05287 -0.52737 -1.05669  C121 1.553, C123 1.574, O124 1.419, H128 1.078
123 C -3.42260 0.96645 -0.72444  C122 1.574, H129 1.107, H130 1.080, H131 1.086
124 O -1.95726 -0.94457 -0.25734  C122 1.419, H132 0.974
125 H -3.91038 -2.58760 -0.98736  C121 1.086
126 H -5.13452 -1.12922 -1.17532  C121 1.102
127 H -4.42371 -1.56941 0.29195  C121 1.119
128 H -2.68865 -0.55490 -2.07105  C122 1.078
129 H -4.05476 0.91001 0.18317  C123 1.107
130 H -3.99029 1.36367 -1.55312  C123 1.080
131 H -2.55115 1.57484 -0.50094  C123 1.086
132 H -1.20569 -0.33412 -0.15463  O124 0.974
133 C -6.86261 -0.57078 -4.47801  C134 1.496, H137 1.091, H138 1.089, H139 1.101
134 C -5.97336 0.52173 -3.97582  C133 1.496, C135 1.543, O136 1.412, H140 1.087
135 C -4.50181 0.18209 -4.29431  C134 1.543, H141 1.073, H142 1.107, H143 1.132
136 O -6.33936 1.82290 -4.38527  C134 1.412, H144 0.986
137 H -7.92338 -0.32961 -4.39033  C133 1.091
138 H -6.71591 -1.49282 -3.91728  C133 1.089
139 H -6.63659 -0.88994 -5.50709  C133 1.101
140 H -6.13041 0.55284 -2.90025  C134 1.087
141 H -3.76301 0.90560 -4.00608  C135 1.073
142 H -4.35017 0.00533 -5.37672  C135 1.107
143 H -4.28760 -0.76794 -3.71666  C135 1.132
144 H -5.98437 2.01363 -5.28559  O136 0.986
145 C -3.64136 -0.21913 7.00828  C146 1.560, H149 1.094, H150 1.099, H151 1.064
146 C -4.03452 1.28945 7.05852  C145 1.560, C147 1.529, O148 1.386, H152 1.064
147 C -2.89604 2.23121 6.66596  C146 1.529, H153 1.065, H154 1.090, H155 1.088
148 O -5.10916 1.53808 6.21989  C146 1.386, H156 0.964
149 H -3.57897 -0.49564 5.95144  C145 1.094
150 H -4.42118 -0.83538 7.47615  C145 1.099
151 H -2.72451 -0.41650 7.51152  C145 1.064
152 H -4.33783 1.43978 8.06713  C146 1.064
153 H -2.00728 2.03892 7.22010  C147 1.065
154 H -3.17817 3.27175 6.82453  C147 1.090
155 H -2.56302 2.04429 5.64700  C147 1.088
156 H -5.79843 0.88981 6.40227  O148 0.964
157 C -1.66285 -3.54499 6.60204  C158 1.492, H161 1.076, H162 1.077, H163 1.096
158 C -2.38243 -4.84065 6.77346  C157 1.492, C159 1.560, O160 1.418, H164 1.077
159 C -2.87276 -5.11807 8.22844  C158 1.560, H165 1.098, H166 1.079, H167 1.078
160 O -3.43215 -4.99748 5.83305  C158 1.418, H168 0.979
161 H -2.39533 -2.75806 6.63668  C157 1.076
162 H -1.13945 -3.54245 5.66052  C157 1.077
163 H -0.88459 -3.52213 7.37310  C157 1.096
164 H -1.63892 -5.60343 6.61597  C158 1.077
165 H -2.02174 -5.25093 8.90986  C159 1.098
166 H -3.39698 -6.06057 8.21162  C159 1.079
167 H -3.34374 -4.23983 8.63942  C159 1.078
168 H -3.14151 -4.89331 4.90421  O160 0.979
169 C 1.55406 4.59445 -6.68485  C170 1.502, H173 1.110, H174 1.106, H175 1.073
170 C 2.22493 5.38716 -5.60002  C169 1.502, C171 1.510, O172 1.441, H176 1.091
171 C 1.42155 5.79977 -4.38996  C170 1.510, H177 1.105, H178 1.104, H179 1.101
172 O 3.39210 4.66933 -5.15312  C170 1.441, H180 0.962
173 H 0.65374 5.10768 -7.08316  C169 1.110
174 H 1.20921 3.64378 -6.23629  C169 1.106
175 H 2.19819 4.44148 -7.52865  C169 1.073
176 H 2.52071 6.33710 -6.04735  C170 1.091
177 H 0.73615 5.05423 -3.94850  C171 1.105
178 H 0.74769 6.60773 -4.72614  C171 1.104
179 H 2.12142 6.27837 -3.68790  C171 1.101
180 H 3.94141 4.70457 -5.94257  O172 0.962
181 C -1.61510 -3.82984 2.51784  O182 1.202, N183 1.352, N184 1.356
182 O -2.10791 -4.72840 3.14659  C181 1.202
183 N -0.27545 -3.68293 2.40536  C181 1.352, H185 1.028, H186 1.026
184 N -2.42999 -2.92154 1.92744  C181 1.356, H187 1.027, H188 0.964
185 H 0.19436 -2.97066 1.83288  N183 1.028
186 H 0.30072 -4.34155 2.94047  N183 1.026
187 H -2.13038 -2.09968 1.38946  N184 1.027
188 H -3.32223 -2.99855 2.28449  N184 0.964
189 C -0.69828 5.21718 -0.51313  O190 1.226, N191 1.347, N192 1.345
190 O -0.71192 6.37123 -0.09878  C189 1.226
191 N 0.49651 4.76630 -0.94195  C189 1.347, H193 1.026, H194 1.025
192 N -1.67966 4.30996 -0.35838  C189 1.345, H195 1.016, H196 1.014
193 H 0.45220 3.91817 -1.51819  N191 1.026
194 H 1.16004 5.43419 -1.34717  N191 1.025
195 H -2.54813 4.82733 -0.25792  N192 1.016
196 H -1.75139 3.41944 -0.83853  N192 1.014